Here is a cluster of 2 separate species, C4H8O2 in total from OMol25. Energies are from the ωB97M-V functional and the def2-TZVPD basis.

Last column: Mulliken charge in e.
Element x y z (Å)
C: 0.92 -0.81 -0.07  -0.919
C: -0.20 -0.76 0.95  -0.166
C: -1.20 0.22 0.36  -0.520
O: -1.21 0.73 -0.96  -0.332
C: 0.10 0.78 -1.32  0.206
O: 0.66 1.91 -0.77  -0.512
H: 1.84 -0.82 0.56  0.306
H: 0.80 -1.80 -0.51  0.239
H: 2.19 1.10 -0.22  0.229
H: 0.15 -0.28 1.87  0.181
H: -0.50 -1.78 1.24  0.375
H: -2.15 -0.29 0.32  0.287
H: -1.31 1.13 0.96  0.342
H: -0.10 0.67 -2.40  0.283

F_max ... 4.6 eV/A
DFT total energy ... -8364.352 eV
Spin multiplicity ... 1
Energy above the lowest of the compared OMol25 structures with the same formula, charge and spin ... 8.929 eV
HOMO energy (alpha / beta) ... -8.880 / -9.427 eV

Here is a cluster of 8 separate species, C32H81ClNO11PS in total from OMol25. Energies are from the ωB97M-V functional and the def2-TZVPD basis.

Last column: Mulliken charge in e.
Element x y z (Å)
C: -0.61 -2.71 2.00  -0.197
C: -1.43 -1.65 1.31  0.104
O: -2.58 -1.40 1.65  -0.685
N: -0.78 -0.99 0.25  0.312
C: -1.76 -0.44 -0.70  -1.621
P: 0.54 0.23 0.77  0.686
C: 1.95 -0.86 0.35  -0.936
C: 2.32 -0.92 -1.14  -0.974
C: 1.39 -1.74 -2.04  0.294
C: 2.16 -2.41 -3.16  -0.705
O: 1.33 -3.13 -4.07  -0.425
C: 1.66 1.72 1.21  -0.791
C: 0.92 3.04 1.05  -0.667
C: 1.76 4.29 1.37  -0.766
C: 3.08 4.43 0.59  -0.870
S: 2.85 4.37 -1.16  0.973
O: 1.92 5.38 -1.56  -0.533
O: 2.74 3.01 -1.61  -0.426
Cl: 4.70 5.01 -1.75  -0.277
H: -0.64 -2.59 3.09  0.046
H: 0.41 -2.73 1.65  -0.017
H: -1.06 -3.68 1.76  0.311
H: -1.24 0.19 -1.43  0.462
H: -2.23 -1.26 -1.25  0.347
H: -2.55 0.15 -0.22  0.635
H: -0.11 1.08 -0.15  -0.284
H: 0.07 0.16 2.09  -0.051
H: 1.72 -1.86 0.72  0.436
H: 2.82 -0.49 0.90  0.586
H: 2.43 0.10 -1.54  0.163
H: 3.32 -1.35 -1.19  0.546
H: 0.61 -1.10 -2.49  0.374
H: 0.86 -2.50 -1.45  -0.054
H: 2.86 -3.15 -2.74  0.388
H: 2.77 -1.67 -3.70  0.220
H: 0.49 -2.68 -4.17  0.274
H: 2.52 1.69 0.54  0.404
H: 2.03 1.60 2.24  0.318
H: 0.05 3.07 1.72  0.451
H: 0.54 3.12 0.03  0.310
H: 2.05 4.27 2.42  0.414
H: 1.16 5.19 1.21  0.014
H: 3.79 3.63 0.83  0.464
H: 3.55 5.39 0.80  0.641
C: -6.56 2.68 0.10  -1.457
C: -5.08 2.55 0.42  0.507
C: -4.45 3.90 0.72  -1.196
O: -4.40 1.86 -0.63  -0.471
H: -6.70 3.30 -0.79  0.362
H: -7.00 1.71 -0.09  0.358
H: -7.10 3.15 0.92  0.374
H: -4.96 1.90 1.29  0.292
H: -4.54 4.56 -0.14  0.351
H: -3.39 3.80 0.96  0.228
H: -4.94 4.38 1.57  0.394
H: -4.48 2.38 -1.43  0.273
C: 2.69 -6.19 3.47  -1.181
C: 2.88 -4.74 3.88  0.341
C: 3.17 -4.60 5.37  -1.228
O: 1.75 -3.96 3.51  -0.260
H: 1.84 -6.62 4.00  0.274
H: 2.49 -6.26 2.39  0.201
H: 3.57 -6.79 3.69  0.430
H: 3.70 -4.30 3.31  0.291
H: 2.33 -5.00 5.95  0.217
H: 3.31 -3.56 5.64  0.311
H: 4.07 -5.16 5.65  0.413
H: 0.97 -4.31 3.97  0.170
C: -0.50 -5.74 -2.25  -1.273
C: -0.16 -6.23 -0.86  0.731
C: 0.06 -7.74 -0.82  -1.580
O: -1.15 -5.84 0.09  -0.476
H: -1.44 -6.20 -2.59  0.443
H: -0.63 -4.65 -2.26  0.124
H: 0.28 -5.99 -2.97  0.399
H: 0.75 -5.73 -0.52  0.207
H: -0.86 -8.25 -1.12  0.378
H: 0.31 -8.07 0.19  0.374
H: 0.85 -8.04 -1.50  0.389
H: -1.98 -6.25 -0.16  0.301
C: -3.41 -2.26 -4.47  -1.127
C: -2.55 -2.80 -5.60  0.450
C: -3.33 -3.72 -6.52  -1.425
O: -1.39 -3.46 -5.09  -0.397
H: -3.79 -3.08 -3.86  0.308
H: -2.84 -1.59 -3.84  0.154
H: -4.27 -1.71 -4.86  0.424
H: -2.14 -1.97 -6.18  0.316
H: -3.70 -4.58 -5.96  0.350
H: -2.69 -4.09 -7.33  0.343
H: -4.18 -3.21 -6.96  0.402
H: -1.68 -4.22 -4.57  0.215
C: -1.42 -5.67 6.88  -1.481
C: -1.41 -4.49 5.92  0.795
C: -2.43 -3.43 6.29  -1.451
O: -1.60 -4.93 4.57  -0.439
H: -2.41 -6.15 6.87  0.402
H: -0.68 -6.41 6.60  0.314
H: -1.22 -5.34 7.91  0.385
H: -0.41 -4.05 5.92  0.160
H: -3.43 -3.85 6.25  0.367
H: -2.38 -2.60 5.58  0.334
H: -2.25 -3.04 7.29  0.374
H: -2.48 -5.32 4.51  0.282
C: 5.88 7.52 -4.78  -1.004
C: 6.96 7.19 -5.80  0.358
C: 6.42 6.32 -6.93  -1.191
O: 8.08 6.58 -5.18  -0.538
H: 5.51 6.61 -4.32  0.147
H: 6.29 8.16 -3.99  0.314
H: 5.04 8.04 -5.24  0.350
H: 7.35 8.11 -6.22  0.282
H: 6.06 5.37 -6.53  0.297
H: 7.21 6.10 -7.65  0.314
H: 5.59 6.80 -7.45  0.350
H: 7.79 5.75 -4.79  0.335
C: -1.54 7.84 1.82  -1.037
C: -2.95 7.33 2.07  0.696
C: -3.89 8.45 2.47  -1.394
O: -2.95 6.29 3.05  -0.530
H: -1.13 8.28 2.74  0.372
H: -0.88 7.03 1.52  0.008
H: -1.52 8.60 1.05  0.372
H: -3.32 6.85 1.16  0.167
H: -3.55 8.91 3.40  0.345
H: -4.90 8.07 2.63  0.335
H: -3.93 9.23 1.71  0.373
H: -2.62 6.68 3.87  0.319

F_max ... 0.7 eV/A
DFT total energy ... -91155.167 eV
Spin multiplicity ... 1
SMILES ... CC(=O)N(C)[PH2](CCCCO)CCCCS(=O)(=O)Cl.CC(C)O.CC(C)O.CC(C)O.CC(C)O.CC(C)O.CC(C)O.CC(C)O
HOMO energy ... -8.171 eV

Here is a cluster of 15 separate species, C8H39FNO16 in total from OMol25. Energies are from the ωB97M-V functional and the def2-TZVPD basis.

Last column: Mulliken charge in e.
Element x y z (Å)
C: 3.83 1.02 3.15  -0.728
C: 3.32 1.12 2.08  0.157
C: 2.76 1.28 0.74  -1.161
C: 1.56 0.33 0.43  2.761
N: 1.65 -0.83 1.32  -0.393
C: 0.28 1.15 0.61  -2.223
C: -1.00 0.35 0.62  0.675
C: -1.16 -0.47 1.88  -1.118
F: -2.07 1.30 0.57  -0.344
C: 1.74 -0.12 -1.04  -0.035
O: 1.41 -1.31 -1.30  -0.897
O: 2.21 0.69 -1.84  -0.805
H: 4.51 1.03 3.96  0.443
H: 2.41 2.31 0.70  0.314
H: 3.56 1.13 0.02  0.460
H: 0.93 -1.50 1.08  0.218
H: 2.50 -1.31 1.05  0.070
H: 0.36 1.79 1.49  0.424
H: 0.22 1.83 -0.24  0.462
H: -1.12 -0.25 -0.28  0.225
H: -1.17 -1.54 1.64  0.292
H: -0.33 -0.32 2.54  0.072
H: -2.09 -0.28 2.39  0.431
O: -4.90 2.21 1.50  -0.700
H: -4.22 1.66 1.10  0.349
H: -4.41 3.03 1.68  0.335
O: 4.38 -2.63 -1.27  -0.644
H: 4.75 -2.63 -2.16  0.293
H: 3.43 -2.45 -1.42  0.356
O: 2.37 -1.91 -4.24  -0.660
H: 1.61 -2.17 -4.78  0.129
H: 1.96 -1.46 -3.48  0.452
O: 1.40 2.96 4.45  -0.648
H: 2.07 2.36 4.10  0.293
H: 1.88 3.77 4.64  0.288
O: -0.57 -1.99 -4.93  -0.590
H: -1.33 -2.26 -5.47  0.294
H: -0.96 -1.55 -4.17  0.302
O: 0.45 -4.93 -4.56  -0.679
H: 0.75 -4.05 -4.30  0.361
H: 1.07 -5.20 -5.24  0.298
O: -4.92 5.40 1.36  -0.635
H: -5.34 6.27 1.30  0.271
H: -5.54 4.80 0.92  0.283
O: -2.00 -6.43 -5.13  -0.650
H: -1.50 -7.22 -5.38  0.311
H: -1.33 -5.80 -4.83  0.395
O: 3.90 -2.72 1.80  -0.617
H: 4.11 -3.52 2.28  0.246
H: 4.58 -2.66 1.12  0.291
O: -1.70 -9.32 -4.54  -0.679
H: -2.47 -9.56 -5.07  0.324
H: -2.07 -8.84 -3.79  0.342
O: -2.82 6.70 3.16  -0.598
H: -3.56 6.44 2.61  0.323
H: -3.22 7.04 3.97  0.306
O: -2.23 6.17 -0.46  -0.626
H: -2.08 7.06 -0.13  0.316
H: -3.03 5.88 0.00  0.335
O: 0.84 -0.84 4.45  -0.713
H: 1.33 -0.29 5.05  0.316
H: 1.35 -0.82 3.62  0.275
O: -2.41 3.80 1.69  -0.493
H: -2.15 4.67 2.01  0.246
H: -1.77 3.61 0.99  0.301

F_max ... 1.0 eV/A
DFT total energy ... -45898.283 eV
Spin multiplicity ... 1
Net charge ... -1
HOMO energy ... -5.188 eV

Here is a cluster of 2 separate species, C3H2IO3 in total from OMol25. Energies are from the ωB97M-V functional and the def2-TZVPD basis.

Last column: Mulliken charge in e.
Element x y z (Å)
C: -2.14 -0.57 1.56  -0.580
C: -1.79 0.83 -0.51  0.780
C: -0.10 2.54 1.18  0.025
O: -1.51 1.47 -1.40  -0.104
O: 0.69 3.12 1.70  -0.042
O: -2.22 0.00 0.24  -0.124
I: -0.22 -1.44 2.00  0.274
H: -2.73 -1.44 1.39  0.381
H: -2.42 0.10 2.47  0.391

F_max ... 3.7 eV/A
DFT total energy ... -17376.211 eV
Spin multiplicity ... 1
Net charge ... +1
Energy above the lowest of the compared OMol25 structures with the same formula, charge and spin ... 1.911 eV
HOMO energy ... -14.422 eV

Q: What is the formula in the first record?
A: C4H8O2

Q: Look up the spin multiplicity of the first one.
A: 1

Q: The lowest DFT total energy belongs to which entry?
A: C32H81ClNO11PS